The following is a DFT calculation (ωB97M-V with the def2-TZVPD basis set) of C32H46BrN3O2ReSbSi3Te as an isolated structure at a distorted geometry.

Structure (XYZ):
```
90
Properties=species:S:1:pos:R:3:forces:R:3
Re -0.05335 -0.89493 -1.24589 -0.0797 -1.6353 0.8521
O -4.10376 1.24497 1.29291 -0.0661 0.1045 0.1331
C -3.36476 1.97246 2.18168 0.1158 -0.0693 -0.0601
C -4.09359 2.67966 3.12900 -0.1567 0.0681 0.1522
C -3.44748 3.37846 4.13135 0.0608 0.0224 0.0926
C -2.05766 3.37387 4.20197 -0.0805 0.0532 -0.0503
C -1.33364 2.72673 3.21714 -0.0280 0.1263 -0.0618
C -1.96381 2.04483 2.17569 -0.0684 0.0907 -0.1324
C -1.10143 1.41837 1.08656 0.3310 0.4766 0.1381
O 0.20955 1.93505 1.09556 -0.2906 -0.0941 -0.2540
N -1.75964 1.57760 -0.20136 -0.1156 -0.2136 0.5662
N -1.13083 1.02822 -1.27314 0.1135 -1.2840 0.2192
C -1.50647 1.39087 -2.44702 0.0795 0.2940 -0.2974
C -0.92982 0.88065 -3.68110 0.1293 0.2320 0.5726
Br 0.77615 0.02531 -3.42340 0.3419 0.5402 -0.5743
C -1.53445 0.89864 -4.85798 -0.2694 -0.1216 -0.5928
C -1.06154 0.41854 -6.16744 -0.0535 0.1089 0.0555
C -1.99805 -0.16065 -7.02599 -0.0599 -0.0836 -0.0143
C -1.62201 -0.61262 -8.28184 -0.0292 0.0110 0.0021
C -0.30858 -0.46109 -8.70921 0.0015 -0.0261 0.0602
C 0.62729 0.13066 -7.86969 -0.0184 -0.0006 0.0686
C 0.25632 0.56360 -6.60384 0.0268 0.0579 -0.0983
H -3.52766 0.72382 0.72910 0.1700 -0.0433 -0.2063
H -5.17729 2.66030 3.06472 0.1400 -0.0582 0.0239
H -4.03004 3.92018 4.86921 0.0498 -0.0723 -0.0674
H -1.54334 3.88101 5.00920 -0.0361 0.0190 -0.0670
H -0.25009 2.75645 3.23441 -0.1080 -0.0047 0.0026
H -0.99549 0.35063 1.24762 0.0069 -0.2775 -0.0085
H -2.22162 2.46595 -0.35087 0.1477 0.1459 -0.1856
H -2.30941 2.11792 -2.55360 0.0508 0.0421 0.0143
H -2.56213 1.26197 -4.83429 0.1000 -0.0046 -0.0282
H -3.02708 -0.26942 -6.69723 0.0657 0.0304 -0.0445
H -2.35909 -1.06795 -8.93406 0.0689 0.0438 0.0640
H -0.01718 -0.79320 -9.69834 -0.0150 0.0130 0.0549
H 1.64851 0.26997 -8.20441 -0.0674 -0.0059 0.0150
H 0.98783 1.06746 -5.98499 -0.0196 -0.0105 -0.0174
N 0.94434 -2.13432 1.42084 -0.0867 -0.1339 -0.4376
C 0.41754 -1.53744 0.38208 -0.1929 1.0932 -0.4639
C 1.16776 -0.82194 7.22188 0.2202 -0.0428 0.2763
Si 0.20420 -0.77108 5.63625 0.0811 0.2037 -0.3292
C -0.34229 -2.47652 5.13253 -0.1210 -0.3218 -0.0353
C -1.27544 0.34789 5.79210 -0.2920 0.0829 0.0963
Sb 1.63742 0.42770 3.83664 0.1379 -0.1970 0.1912
Si 2.42199 -1.46579 2.31737 -0.4823 0.1044 -0.3833
C 0.40743 -3.49733 1.71239 0.1115 0.2716 0.1296
C 3.50537 -0.68802 1.01092 0.1139 -0.0657 -0.0595
C 3.21800 -2.99608 2.99109 0.1051 -0.2504 0.3860
Si 0.83932 3.36869 0.47402 -0.0150 -0.1973 0.1790
C 1.55591 3.06084 -1.21588 0.1472 -0.0517 -0.2349
C -0.44609 4.70779 0.37021 -0.2215 0.2076 -0.0479
C 2.20771 3.79628 1.63471 0.2645 0.2538 0.1683
H 0.51228 -1.13729 8.04391 0.0953 0.0321 -0.0987
H 1.57426 0.16311 7.47406 -0.0443 -0.1300 -0.0096
H 2.00239 -1.53025 7.16410 -0.1076 0.1210 0.0259
H -0.96030 -2.92600 5.92247 0.1080 0.0665 -0.1405
H 0.51250 -3.14052 4.95563 -0.1564 0.0823 0.0467
H -0.94928 -2.42559 4.22121 0.0667 -0.0321 0.1410
H -1.93906 0.01552 6.60317 0.1283 0.0584 -0.1332
H -1.85816 0.35930 4.86194 0.0797 0.0398 0.1646
H -0.96730 1.37811 6.00431 -0.0856 -0.1627 -0.0139
H -0.46759 -3.67444 1.09215 -0.0523 0.0173 -0.0319
H 0.12706 -3.58256 2.75962 0.0137 0.0197 -0.0478
H 1.16718 -4.24878 1.48839 -0.0475 0.0837 -0.0236
H 2.87137 -0.24310 0.24296 -0.0138 0.1057 -0.0614
H 4.15512 -1.42938 0.53004 -0.1028 0.1045 0.0645
H 4.12957 0.10634 1.43304 -0.0605 -0.1281 -0.0327
H 2.54034 -3.57022 3.63487 0.1875 0.0857 -0.0951
H 4.09925 -2.72963 3.58905 -0.1585 -0.0546 -0.1147
H 3.55091 -3.64108 2.16778 -0.0531 0.0985 0.1243
H 0.80666 3.11151 -2.01188 0.0610 -0.0480 0.0382
H 2.04693 2.08082 -1.25835 -0.0219 0.1351 -0.0173
H 2.31612 3.82253 -1.43733 -0.1344 -0.1392 0.0356
H -1.02370 4.66180 -0.56277 0.0679 0.0114 0.1309
H 0.04436 5.69072 0.39282 -0.0944 -0.1759 -0.0304
H -1.14506 4.66894 1.21084 0.0595 0.0529 -0.0501
H 2.91613 2.96558 1.72717 -0.0903 0.1017 0.0210
H 1.83262 4.03891 2.63572 0.0869 -0.0646 -0.1200
H 2.76015 4.67206 1.26209 -0.1158 -0.1963 0.1012
Te -1.85218 -2.68258 -1.95499 0.0668 0.2739 0.2754
C -0.22033 -3.49367 -3.06113 0.1956 0.0950 0.1224
C -0.01956 -3.16215 -4.40336 0.1498 -0.1744 -0.0208
C 1.07824 -3.66985 -5.08766 -0.0644 0.0023 0.0685
C 1.97988 -4.51221 -4.44089 -0.0597 0.0456 0.0806
C 1.77805 -4.85665 -3.10986 -0.0526 0.0482 -0.0238
C 0.68247 -4.34619 -2.41504 0.0695 0.1469 -0.1911
H -0.72054 -2.51535 -4.91827 0.0144 0.0294 0.0317
H 1.23034 -3.40563 -6.12884 -0.0216 -0.0345 0.0693
H 2.84006 -4.89780 -4.97603 -0.0749 -0.0012 0.0287
H 2.47004 -5.52727 -2.61159 -0.0521 0.0798 -0.0266
H 0.52124 -4.61205 -1.37690 0.0059 -0.0274 -0.0487
```
Forces are in eV/Å.

multiplicity	2
charge	+1
LUMO level (alpha / beta)	-3.54 / -3.57	eV
Kohn-Sham gap (alpha / beta)	0.235 / 0.239	hartree
expectation value of S²	0.753

The following is a DFT calculation (ωB97M-V with the def2-TZVPD basis set) of C32H46BrN3P2SV as an isolated structure at a distorted geometry.

Structure (XYZ):
```
86
Properties=species:S:1:pos:R:3:forces:R:3
N -6.07300 3.50449 -3.63047 0.0980 0.1649 0.0271
C -5.87707 3.80446 -2.34109 0.3387 -0.7226 -0.0251
C -5.00905 3.06510 -1.52064 0.3168 -0.1991 -0.5499
C -4.22589 2.02976 -2.09869 -1.4672 0.5760 -0.6712
C -4.50344 1.68672 -3.44420 -0.2398 0.8257 0.2255
C -5.41747 2.46896 -4.16435 0.3009 -0.2902 0.6519
C -3.10207 1.43552 -1.41813 0.2220 -1.2817 0.3166
V -2.16214 -0.05938 -0.32754 -0.9508 0.7597 1.4188
P 4.35292 -0.99903 0.33564 -0.4640 2.2298 -0.2486
C -1.94749 0.91390 -2.10718 1.0388 -0.0268 0.5579
C -0.60522 1.39598 -1.74774 0.4750 0.6373 0.0799
C 0.50193 0.98699 -2.51449 0.0585 0.4881 0.1330
C 1.70737 1.66413 -2.41933 0.1153 -0.2881 0.6991
C 1.92309 2.61804 -1.40589 -2.1330 -0.3536 -0.3985
C 0.85509 2.97582 -0.56484 0.5460 -0.8584 0.0455
C -0.36874 2.31309 -0.69147 -0.1967 0.0035 -0.1079
Br 3.56634 3.41953 -1.21604 0.9961 0.6205 -0.0084
H -3.01342 1.64577 -0.31539 -0.0806 1.2493 -0.5904
H -2.00229 0.51977 -3.12268 -0.3627 0.2790 0.2377
H -4.88898 3.34510 -0.47383 0.1045 -0.0272 -0.2539
H -3.98121 0.87867 -3.95018 -0.0517 0.1803 0.0973
H -6.40339 4.68279 -1.94286 0.1379 -0.4978 -0.2074
H -5.58298 2.25326 -5.22489 -0.1215 0.1318 0.3947
H 0.39087 0.13549 -3.18632 -0.0249 0.4704 -0.2599
H -1.14936 2.51372 0.06885 0.4390 0.2865 -0.7672
H 2.50801 1.40729 -3.09771 0.1354 0.0231 -0.0198
H 0.99787 3.70937 0.22907 -0.0213 -0.1944 -0.2333
P -0.96543 -1.97461 -0.51492 1.0744 0.6223 -0.3135
C 5.20812 0.60447 0.50256 0.6675 -0.1733 0.5769
C 6.68258 0.56775 0.08969 0.3891 0.1002 -0.0502
H 5.09971 0.95120 1.53905 0.0912 -0.2098 -0.1279
H 4.65355 1.31574 -0.12832 -0.0442 -0.3165 0.1090
H 7.12715 1.56022 0.21747 -0.1350 -0.1599 -0.0880
H 7.26927 -0.12335 0.70399 -0.1789 0.0918 -0.0662
H 6.81472 0.27524 -0.95841 -0.0788 0.0876 0.1668
C 3.63867 -0.89816 -1.31771 -0.1431 -0.5779 -0.1783
C 4.41609 -1.86042 -2.21706 0.0659 -0.3100 -0.3534
H 3.70941 0.14095 -1.66254 0.0352 -0.2501 0.2157
H 2.57704 -1.16257 -1.24526 0.2321 0.0418 -0.0297
H 3.97776 -1.90122 -3.21744 0.0947 0.0033 0.1175
H 5.46585 -1.55879 -2.31612 -0.2342 -0.0243 -0.0148
H 4.40737 -2.87001 -1.78889 -0.0168 0.1188 -0.2322
C 3.21359 -1.14346 1.71577 -0.1625 -0.7356 0.1711
C 4.05188 -1.78806 2.84816 0.1947 -0.0225 0.2827
H 2.35602 -1.77287 1.42673 0.3034 0.2513 0.1001
H 2.85369 -0.14118 1.98487 -0.0103 -0.1715 -0.1552
H 3.44944 -2.42545 3.50193 0.0395 0.2013 -0.1537
H 4.85360 -2.41480 2.42315 -0.2575 0.0868 0.3327
H 4.52401 -1.01581 3.46735 -0.0827 -0.2207 -0.1528
C -0.46702 -2.95980 0.93207 -0.4497 0.0937 0.4339
C -1.29467 -4.23025 0.97746 0.1436 -0.6245 0.4525
H -0.56358 -2.33583 1.83449 -0.0882 -0.2561 -0.1808
H 0.60721 -3.17835 0.85110 -0.2591 0.0580 -0.2465
H -2.34760 -4.01607 1.18625 0.1127 -0.0875 0.0223
H -1.24160 -4.76650 0.02382 -0.0214 -0.0059 0.1184
H -0.93336 -4.91231 1.75195 -0.1183 0.0623 -0.0733
C 0.11546 -2.65837 -1.80597 0.1345 -0.3730 -0.1646
C -0.48075 -2.87120 -3.18273 0.0491 -0.0339 -0.5151
H 0.55125 -3.58923 -1.41323 -0.1567 0.1525 -0.1678
H 0.92936 -1.92035 -1.87373 -0.2291 -0.2318 0.0182
H -1.37117 -3.50359 -3.16904 0.1122 0.0331 0.0195
H -0.73422 -1.92421 -3.66796 -0.0922 -0.0788 0.1094
H 0.26078 -3.35990 -3.82205 -0.1505 0.0365 0.0525
C -2.81111 -2.28000 -0.96508 0.2222 -1.5875 -0.5185
C -4.05139 -1.80408 -0.15974 -0.5231 -0.3744 0.0772
H -2.76668 -3.38090 -0.83103 -0.4038 0.5011 -0.3445
H -2.96156 -2.12106 -2.05196 0.3307 0.0741 0.6197
H -3.98007 -0.85859 0.42942 -0.1574 -0.3227 -0.0508
H -4.91692 -1.68979 -0.83688 0.5619 0.1679 0.1900
H -4.36639 -2.60046 0.53416 0.2839 0.4884 0.0625
N -2.90159 -1.23687 3.13458 -0.2626 -0.1696 -0.2512
C -2.18252 -0.13981 3.42513 0.9107 1.5967 0.3586
N -1.29089 0.44109 2.64466 -0.7459 -1.1078 -0.0897
C -0.64794 1.49453 3.31158 -0.1850 0.1748 0.7519
C 0.48450 2.20505 2.88420 -0.4534 -0.0214 0.1135
C 0.95459 3.26358 3.66897 -0.0398 -0.2723 0.1164
C 0.42163 3.52777 4.93668 -0.3639 -0.3109 0.0194
C -0.62652 2.74245 5.42693 -0.0728 -0.0073 -0.2732
C -1.18613 1.77700 4.59579 0.5170 -0.1097 -0.3269
S -2.47147 0.64206 5.00276 0.6673 -0.0327 -0.9629
H -3.49579 -1.58613 3.87223 0.0137 -0.3169 -0.4174
H -2.67641 -1.80347 2.32401 -0.1432 0.1280 0.5342
H 0.98368 1.90511 1.96166 -0.2453 0.2730 0.1153
H 1.77327 3.88094 3.31195 -0.0109 -0.1726 0.0212
H 0.82958 4.32086 5.56279 -0.0685 -0.2166 -0.2409
H -1.01830 2.84659 6.43302 0.1286 0.2547 -0.0830
```
Forces are in eV/Å.

multiplicity	4
charge	+2
LUMO level (alpha / beta)	-5.14 / -8.56	eV
Kohn-Sham gap (alpha / beta)	0.262 / 0.121	hartree
expectation value of S²	4.042

no.,DFT total energy (eV)
1,-152126.0468
2,-163524.6127